[1]
Formula: C13H6BrCl3O3PtS3Sb
Source: OMol25
Level of theory: ωB97M-V/def2-TZVPD

- Maximum force: 0.0203 hartree/bohr
- Total charge: -2
- ⟨S²⟩: 3.773
- Multiplicity: 4
- E: -169623.3493 eV
- Kohn-Sham gap (spin up / spin down): 5.56 / 5.41 eV

```
31
Properties=species:S:1:pos:R:3:forces:R:3
Pt 1.3452 1.0388 -2.2770 -0.2 0.1 0.1
S 4.3659 4.5305 -0.9693 0.1 0.1 -0.3
Sb 3.2078 3.7674 -2.7897 -0.4 -0.6 0.8
S 3.4832 1.3538 -3.1175 0.0 0.3 0.0
S 0.9300 3.4689 -2.1151 0.3 0.2 -0.2
Cl -4.5052 -3.3691 -1.4824 0.0 0.0 0.0
C -2.9630 -2.6914 -1.9883 0.0 0.0 0.0
C -2.8346 -1.3212 -2.1434 0.0 0.0 0.0
C -1.6227 -0.8037 -2.5464 0.1 -0.1 0.1
Cl -1.4513 0.9071 -2.7803 -0.3 0.0 0.0
C -0.4489 -1.5860 -2.7846 0.1 0.0 -0.1
O 0.6733 -1.1022 -3.1215 -0.1 0.0 0.2
C -0.6886 -2.9874 -2.6432 0.0 0.0 0.0
Cl 0.6373 -4.0637 -2.9994 0.0 0.0 0.0
C -1.8952 -3.5321 -2.2510 0.0 0.0 0.0
H -3.6740 -0.6633 -1.9605 0.0 0.0 0.0
H -2.0019 -4.6037 -2.1511 0.0 0.0 0.0
Br 2.6760 -1.3151 3.0891 0.0 0.0 0.0
C 1.3169 0.0084 3.1882 -0.2 0.2 -0.1
C 0.7664 0.2162 4.4485 0.0 0.0 0.0
C -0.2205 1.1723 4.6279 0.1 0.0 0.0
C -0.6558 1.9198 3.5430 0.0 0.0 0.0
C -0.1272 1.6780 2.2861 0.0 0.1 0.1
C 0.8603 0.7154 2.0752 0.0 -0.1 0.1
C 1.3377 0.5032 0.6376 -0.3 -0.1 0.1
O 2.4962 0.1723 0.4398 0.0 0.0 0.0
O 0.4018 0.7158 -0.2133 0.7 0.0 -0.5
H 1.1163 -0.3760 5.2838 0.0 0.0 0.0
H -0.6415 1.3314 5.6137 0.0 0.0 0.0
H -1.4138 2.6832 3.6791 0.0 0.0 0.0
H -0.4702 2.2323 1.4219 0.0 -0.1 0.0
```
Positions in Å, forces in eV/Å.


[2]
Formula: C6H9N
Source: OMol25
Level of theory: ωB97M-V/def2-TZVPD

- Maximum force: 0.0094 hartree/bohr
- Total charge: 0
- E: -7851.7177 eV
- Energy above the lowest of the compared OMol25 structures with the same formula, charge and spin: 621.6 kJ/mol
- Kohn-Sham gap: 8.97 eV

```
16
Properties=species:S:1:pos:R:3:forces:R:3
C 0.6564 -0.5025 -1.6572 0.2 -0.1 -0.2
C -0.0508 0.8735 -0.4545 0.2 0.2 0.0
C 0.0717 0.2367 0.9356 0.0 -0.2 0.1
C 0.7538 0.8645 2.0986 0.0 0.0 0.0
C -0.5856 -0.9042 0.7122 0.0 0.1 0.2
C -1.0328 -0.5854 -0.6740 -0.2 -0.4 -0.1
N -1.4735 0.7830 -0.6738 0.0 0.0 -0.1
H 1.6593 -0.2753 -1.2994 -0.1 0.0 -0.1
H 0.4949 -0.0474 -2.6373 0.1 0.0 0.1
H 0.6256 -1.5987 -1.7680 -0.1 0.2 0.1
H 0.6659 0.2516 3.0022 0.0 0.1 -0.2
H 0.3300 1.8573 2.2976 0.0 -0.2 0.0
H 1.8161 1.0119 1.8758 -0.1 0.0 0.1
H -0.7757 -1.7974 1.2947 0.0 0.1 0.0
H -1.4705 -1.2384 -1.4212 0.2 0.1 0.1
H -1.6848 1.0710 -1.6313 0.0 0.0 0.1
```
Positions in Å, forces in eV/Å.


[3]
Formula: C4H7NO
Source: OMol25
Level of theory: ωB97M-V/def2-TZVPD

- Maximum force: 0.0091 hartree/bohr
- Total charge: 0
- E: -7797.9607 eV
- Energy above the lowest of the compared OMol25 structures with the same formula, charge and spin: 162.5 kJ/mol
- Structure (SMILES): C[C@H]1NCC1=O
- Kohn-Sham gap: 10.43 eV

```
13
Properties=species:S:1:pos:R:3:forces:R:3
C 1.4683 -0.5723 0.8296 0.1 0.0 0.0
C 0.0353 -0.2962 0.4270 0.2 -0.3 0.1
N -0.4050 1.1105 0.2607 -0.1 0.2 0.3
C -1.2021 0.7860 -0.9403 -0.2 0.0 -0.3
C -0.3546 -0.4798 -1.0409 0.0 -0.3 -0.3
O -0.0113 -1.2166 -1.9188 -0.2 0.2 0.3
H 1.6809 -0.1764 1.8279 0.0 0.0 -0.1
H 2.1671 -0.1237 0.1175 -0.1 0.0 0.1
H 1.6384 -1.6547 0.8466 0.0 0.2 0.0
H -0.6610 -0.8801 1.0528 0.1 0.1 -0.1
H -0.9429 1.4821 1.0359 0.1 -0.1 -0.1
H -1.1631 1.5047 -1.7636 0.1 -0.1 0.1
H -2.2501 0.5164 -0.7343 0.1 0.1 0.0
```
Positions in Å, forces in eV/Å.


[4]
Formula: C5H23NO9
Source: OMol25
Level of theory: ωB97M-V/def2-TZVPD

- Maximum force: 0.0560 hartree/bohr
- Total charge: 0
- E: -25474.8825 eV
- Energy above the lowest of the compared OMol25 structures with the same formula, charge and spin: 235.0 kJ/mol
- Structure (SMILES): N[C@@H](C=O)CCC=O.O.O.O.O.O.O.O
- Kohn-Sham gap: 10.46 eV

```
38
Properties=species:S:1:pos:R:3:forces:R:3
N -1.6805 0.6684 2.2857 0.4 0.1 1.3
C -1.5236 1.1550 0.9120 2.3 -1.5 0.8
C -0.1044 0.6631 0.4718 -0.9 1.4 0.0
O 0.8669 0.9412 1.1204 -0.2 -0.2 -0.2
C -2.5861 0.4915 0.0894 -1.7 1.4 -0.8
C -2.8600 1.1712 -1.2788 -0.8 0.0 0.6
C -1.6699 1.0485 -2.1788 -1.6 0.7 -1.0
O -1.0277 2.0058 -2.5473 0.3 0.0 0.2
H -1.9715 1.3903 2.9280 -0.8 0.4 -0.2
H -0.7916 0.4618 2.7467 0.1 -0.3 -0.8
H -1.4282 2.2469 0.8927 -0.6 -0.1 -0.5
H -0.0643 0.1754 -0.5158 0.3 -0.3 0.1
H -2.4303 -0.5762 -0.0851 0.1 0.1 0.5
H -3.4968 0.6655 0.6807 0.1 -0.7 -0.2
H -3.7849 0.7729 -1.7214 0.6 -0.9 -0.2
H -3.2666 2.1752 -1.1525 1.1 0.6 0.2
H -1.5170 0.0527 -2.6158 0.5 -0.2 0.3
O 3.6300 0.9609 -0.0579 -0.5 0.6 0.1
H 3.0148 1.1140 0.6838 0.2 -0.6 0.2
H 3.6935 1.8606 -0.3905 0.4 0.0 -0.4
O 2.9281 0.2392 2.6177 0.5 0.3 0.2
H 2.9467 -0.7062 2.4702 0.0 -0.3 0.3
H 2.1481 0.3883 3.1584 -0.1 -0.1 -0.1
O -1.1121 -2.9543 0.2564 -0.2 0.2 0.2
H -1.1789 -2.2882 -0.4396 0.3 -0.2 -0.2
H -1.8884 -2.7881 0.8019 -0.1 -0.1 0.0
O 1.3631 0.8860 -3.2207 0.3 0.0 0.2
H 1.5700 1.0728 -2.2945 0.3 0.0 -0.2
H 0.5129 1.3424 -3.3089 -0.1 0.1 -0.2
O 0.3163 -1.5556 -2.2476 0.4 0.4 0.2
H 0.8382 -1.0273 -2.8788 -0.5 0.0 -0.2
H 0.8558 -1.4045 -1.4433 -0.3 -0.7 -0.1
O 2.1178 -1.3672 -0.2127 0.6 0.3 -0.4
H 2.6185 -0.6945 -0.7154 0.1 -0.3 0.1
H 2.3092 -1.0555 0.6766 -0.5 0.0 0.2
O 1.0214 -2.2232 2.3601 0.6 0.5 0.6
H 0.1105 -2.5200 2.3889 0.0 -0.3 -0.4
H 1.5209 -2.7889 1.7638 -0.5 -0.3 -0.2
```
Positions in Å, forces in eV/Å.


[5]
Formula: C2H5N3OS
Source: OMol25
Level of theory: ωB97M-V/def2-TZVPD

- Maximum force: 0.0182 hartree/bohr
- Total charge: 0
- E: -19505.0616 eV
- Energy above the lowest of the compared OMol25 structures with the same formula, charge and spin: 375.2 kJ/mol
- Structure (SMILES): N/N=C\S/C=N\O
- Kohn-Sham gap: 9.56 eV

```
12
Properties=species:S:1:pos:R:3:forces:R:3
N -2.9116 -0.0687 0.0150 -0.2 -0.3 0.3
N -2.0052 0.9290 0.2204 -0.1 0.3 0.0
C -0.7716 0.7145 0.0687 -0.4 -0.7 -0.1
S -0.1003 -0.8784 -0.3985 0.0 0.1 0.1
C 1.4769 -0.8920 0.4160 0.0 0.0 0.0
N 2.4060 -0.0280 0.4048 -0.3 -0.2 0.0
O 2.0966 1.1007 -0.3370 0.0 -0.1 0.1
H -3.7679 0.1542 0.5180 0.3 -0.1 -0.2
H -2.5512 -0.9942 0.2674 -0.2 0.2 -0.1
H -0.0963 1.5143 0.1939 0.7 0.7 0.1
H 1.6911 -1.8064 0.9621 0.1 0.1 -0.1
H 2.9003 1.6195 -0.2577 0.1 0.2 0.0
```
Positions in Å, forces in eV/Å.


[6]
Formula: C17H17F8N4O4S2
Source: OMol25
Level of theory: ωB97M-V/def2-TZVPD

- Maximum force: 0.1982 hartree/bohr
- Total charge: -1
- E: -75449.1210 eV
- Kohn-Sham gap: 7.53 eV

```
52
Properties=species:S:1:pos:R:3:forces:R:3
O 0.9555 -1.2084 0.2770 3.6 -0.9 -3.3
S 2.1743 -1.8216 -0.5118 -4.0 -2.9 6.4
O 2.7449 -2.9426 0.4352 -0.7 3.5 -4.0
C 3.5012 -0.4663 -0.5242 2.0 0.5 -1.6
C 3.7961 0.1521 -2.0229 0.8 0.5 0.5
C 2.6269 1.1487 -2.5947 0.0 -0.3 -1.1
F 1.9658 1.9809 -1.5632 2.0 -2.7 -3.6
F 3.3062 2.0712 -3.5736 -2.5 -2.3 2.8
F 1.6253 0.3628 -3.3600 2.9 3.2 2.5
N 1.7365 -2.3997 -2.1005 -1.0 -0.4 1.5
S 0.5908 -3.7162 -2.0391 4.7 -6.1 3.8
O 1.2965 -4.9533 -2.7106 -2.8 4.8 1.2
O 0.1592 -4.1471 -0.6169 0.3 2.4 -4.5
C -0.9800 -3.4207 -3.0581 -1.4 1.7 -1.3
F -0.6261 -3.6859 -4.4888 -1.5 0.4 4.1
F -2.1028 -4.2852 -2.5817 3.6 2.5 -1.8
C -1.3219 -1.8190 -2.9268 -1.3 4.3 -0.6
C -1.2108 -0.8716 -4.2709 -1.1 2.2 3.8
C -1.5087 0.7604 -4.1299 -0.2 -1.9 3.1
C -1.9210 1.4901 -2.6950 0.7 -4.3 -0.4
C -2.0519 0.5293 -1.3729 0.8 -0.9 -3.4
C -2.4484 1.2692 0.0668 1.0 -0.4 -0.2
F -3.1789 2.5504 -0.1845 2.1 -4.0 1.2
F -3.2436 0.3829 0.9508 2.4 3.3 -2.6
F -1.1864 1.6320 0.7993 -4.3 -0.9 -1.9
C -1.7537 -1.0868 -1.5103 0.3 1.5 -2.1
H 4.5171 -0.9973 -0.1908 -2.5 1.0 -0.7
H 3.2914 0.4030 0.2339 -0.3 -2.1 -1.4
H 4.1074 -0.7028 -2.7937 -1.3 2.0 1.5
H 4.7794 0.8190 -1.9066 -2.3 -1.2 -0.3
H -0.9082 -1.2739 -5.3330 -0.7 0.7 2.6
H -1.4005 1.4490 -5.0856 -0.3 -1.7 2.3
H -2.1096 2.6652 -2.6363 0.5 -3.0 -0.1
H -1.8369 -1.7545 -0.5437 0.3 1.5 -2.2
C -1.2343 2.8810 3.9707 -0.3 -0.4 1.2
C -1.5476 2.4167 5.3837 -1.7 -2.5 7.8
N -1.8076 2.0313 6.5559 2.0 3.1 -9.4
H -1.7398 3.8294 3.7692 0.1 -0.1 0.1
H -0.1560 3.0206 3.8547 -0.2 -0.1 0.1
H -1.5764 2.1347 3.2485 0.1 0.0 0.2
C 4.5168 -3.5844 3.7692 -0.5 1.1 -0.5
C 4.0571 -2.2423 3.2236 -2.6 7.5 -3.0
N 3.6757 -1.1288 2.7708 3.2 -8.9 3.8
H 4.7271 -3.4997 4.8389 -0.1 0.1 -0.2
H 3.7365 -4.3353 3.6181 0.1 0.2 -0.1
H 5.4251 -3.9057 3.2521 -0.2 0.1 0.0
C -5.0832 3.5765 2.9083 -0.4 1.1 -0.4
C -5.5429 4.9186 2.3627 -2.5 7.4 -3.0
N -5.9243 6.0321 1.9100 3.1 -8.9 3.6
H -4.8729 3.6612 3.9780 -0.1 0.1 -0.2
H -5.8635 2.8256 2.7572 0.1 0.2 0.0
H -4.1749 3.2552 2.3912 -0.2 0.1 0.0
```
Positions in Å, forces in eV/Å.